No. 1
The following is a DFT calculation (ωB97M-V/def2-TZVPD) of a structure of composition C9H24BrF3NO10P3SSi2 in a non-equilibrium geometry.

```
54
Properties=species:S:1:pos:R:3:nbo_charge:R:1
C 7.002 1.078 0.432 -0.636
C 6.256 1.700 -0.745 -0.061
O 5.340 0.777 -1.320 -0.540
C 3.987 1.168 -1.325 -0.070
C 3.296 0.756 -0.032 -0.081
O 1.913 0.663 -0.285 -0.566
C 1.146 0.114 0.781 -0.555
Si 0.094 -1.282 0.056 1.636
N 0.935 -2.027 -1.256 -1.292
O -1.382 -0.797 -0.549 -1.266
Si -2.206 0.582 -0.230 1.499
P -4.127 0.550 -1.397 -0.302
P -4.973 -1.429 -1.212 2.109
O -5.913 -1.599 -2.338 -1.096
O -5.643 -1.497 0.228 -0.988
O -3.872 -2.570 -1.122 -0.982
C -2.537 0.843 1.588 -0.788
Br -3.664 2.447 1.683 0.047
C -3.155 -0.430 2.226 -0.427
C -4.342 -0.238 3.149 -0.605
S -1.195 2.436 -1.016 1.679
O -0.187 2.921 -0.109 -0.915
O -2.274 3.323 -1.387 -0.917
C -0.368 2.006 -2.650 0.756
F 0.658 2.781 -2.847 -0.290
F -1.228 2.166 -3.618 -0.296
F 0.023 0.741 -2.646 -0.319
P -0.011 -2.903 1.656 0.899
O -1.614 -3.285 1.576 -0.982
O 0.731 -4.096 0.820 -0.986
H 7.001 -0.004 0.322 0.223
H 8.022 1.452 0.481 0.213
H 6.494 1.316 1.365 0.203
H 6.951 2.037 -1.516 0.174
H 5.709 2.578 -0.393 0.164
H 3.494 0.636 -2.140 0.188
H 3.875 2.241 -1.496 0.173
H 3.495 1.483 0.766 0.167
H 3.718 -0.210 0.271 0.168
H 0.637 0.910 1.332 0.217
H 1.806 -0.378 1.507 0.210
H 1.854 -2.362 -0.980 0.395
H 1.109 -1.359 -2.002 0.400
H -3.682 0.483 -2.723 0.061
H -6.456 -0.972 0.201 0.518
H -3.981 -3.102 -1.926 0.522
H -1.657 1.136 2.153 0.257
H -3.386 -1.154 1.445 0.221
H -2.349 -0.871 2.815 0.219
H -4.138 0.496 3.925 0.215
H -4.531 -1.188 3.650 0.218
H -5.254 0.017 2.612 0.215
H -1.809 -3.892 2.301 0.495
H 0.385 -4.196 -0.081 0.499
```

Values from the calculation:
ΔE to the lowest compared entry with this formula, charge and spin, eV: 0.000
DFT total energy, eV: -164344.8973
LUMO, Eh: 0.009


No. 2
The following is a DFT calculation (ωB97M-V/def2-TZVPD) of a structure of composition C3H2FeO in a non-equilibrium geometry.

```
7
Properties=species:S:1:pos:R:3:lowdin_spin:R:1
H 4.472 0.596 -1.114 0.028
C 4.289 -0.601 -0.408 0.490
C 3.190 -0.671 0.476 0.130
C 2.313 -0.666 1.360 0.212
O 1.438 -0.579 2.266 0.190
H 4.182 -1.346 -1.222 0.034
Fe -0.230 -1.182 2.930 3.917
```

Values from the calculation:
Total charge: -1
DFT total energy, eV: -39572.9954
2S+1: 6
LUMO (alpha / beta), Eh: 0.150 / 0.123


No. 3
The following is a DFT calculation (ωB97M-V/def2-TZVPD) of a cluster of 2 separate species, CH8N3O in total in a non-equilibrium geometry.

```
13
Properties=species:S:1:pos:R:3:nbo_charge:R:1
N -1.771 0.746 -0.321 -0.712
C -0.585 0.092 0.080 0.074
N -0.916 -0.768 1.242 -0.565
N 0.194 -0.603 -0.765 -0.197
H -1.743 1.357 -1.134 0.411
H -2.507 0.057 -0.443 0.399
H -0.364 -0.484 2.060 0.419
H -0.700 -1.753 1.071 0.406
H 0.104 0.853 0.539 0.388
H -0.287 -0.809 -1.663 0.370
H 2.152 -0.036 -0.789 0.477
H 3.516 0.415 -0.102 0.499
O 2.557 0.528 -0.110 -0.967
```

Values from the calculation:
ΔE to the lowest compared entry with this formula, charge and spin, eV: 6.726
Total charge: +1
DFT total energy, eV: -7673.1195
LUMO, Eh: -0.332


No. 4
The following is a DFT calculation (ωB97M-V/def2-TZVPD) of a cluster of 3 separate species, C29H28BF7O2 in total in a non-equilibrium geometry.

```
67
Properties=species:S:1:pos:R:3:nbo_charge:R:1
F -1.534 -1.407 -4.498 -0.327
C -1.648 -1.602 -3.132 0.466
C -2.291 -2.762 -2.713 -0.375
C -2.144 -3.077 -1.359 0.438
F -2.614 -4.293 -0.892 -0.331
C -1.507 -2.242 -0.447 -0.320
C -0.881 -1.050 -0.835 0.045
C -0.054 -0.329 0.201 -0.374
C 1.135 0.211 -0.490 0.096
C 1.876 -0.862 -1.019 -0.346
C 3.025 -0.609 -1.721 0.432
F 3.682 -1.693 -2.238 -0.326
C 3.473 0.685 -1.962 -0.411
C 2.779 1.727 -1.353 0.502
F 3.279 2.996 -1.550 -0.347
C 1.571 1.555 -0.653 -0.408
C -1.082 -0.632 -2.233 -0.480
H -2.847 -3.420 -3.365 0.253
H -1.430 -2.513 0.605 0.232
H -0.753 0.301 0.772 0.203
H 1.449 -1.853 -0.911 0.246
H 4.318 0.826 -2.623 0.247
H 0.960 2.430 -0.386 0.234
H -0.475 0.164 -2.722 0.287
C -3.702 2.031 1.396 -0.629
C -3.599 2.165 -0.095 0.241
C -5.023 2.313 -0.567 -0.624
C -2.526 3.223 -0.566 0.253
C -3.182 4.298 -1.422 -0.631
C -1.636 3.778 0.528 -0.638
O -1.628 2.478 -1.461 -0.765
B -2.112 1.230 -1.559 1.221
C 2.261 -1.428 1.828 0.150
C 3.517 -0.776 1.749 -0.265
C 4.649 -1.466 1.358 -0.167
C 4.504 -2.820 1.042 -0.174
C 5.505 -3.534 0.169 0.980
F 6.187 -4.555 0.811 -0.338
F 4.843 -4.136 -0.884 -0.329
F 6.441 -2.682 -0.344 -0.324
C 3.387 -3.534 1.439 -0.155
C 2.244 -2.824 1.821 -0.288
C 0.977 -0.667 2.045 -0.258
C -0.315 -1.312 2.608 -0.391
C 0.641 -0.814 3.583 -0.409
O -3.144 0.942 -0.736 -0.761
H -4.125 2.959 1.767 0.218
H -4.399 1.241 1.649 0.228
H -2.754 1.871 1.900 0.217
H -5.484 3.187 -0.104 0.213
H -5.116 2.344 -1.645 0.218
H -5.513 1.409 -0.208 0.228
H -3.933 4.889 -0.866 0.221
H -2.422 5.027 -1.750 0.227
H -3.660 3.798 -2.286 0.223
H -2.227 4.275 1.313 0.224
H -1.003 2.986 0.957 0.222
H -0.952 4.524 0.094 0.230
H 3.625 0.284 1.969 0.223
H 5.631 -1.005 1.281 0.235
H 3.430 -4.638 1.456 0.232
H 1.369 -3.385 2.111 0.215
H 1.050 0.399 1.854 0.237
H -1.239 -0.746 2.564 0.219
H -0.402 -2.378 2.442 0.215
H 1.218 -1.563 4.137 0.211
H 0.329 0.060 4.145 0.210
```

Values from the calculation:
ΔE to the lowest compared entry with this formula, charge and spin, eV: 5.865
DFT total energy, eV: -54316.2676
LUMO, Eh: -0.045


No. 5
The following is a DFT calculation (ωB97M-V/def2-TZVPD) of a structure of composition C36H38Cl63P in a non-equilibrium geometry.

```
138
Properties=species:S:1:pos:R:3:mulliken_charge:R:1
C 3.184 -0.105 6.289 -0.488
C 2.124 0.817 5.582 -0.430
C 1.831 0.513 4.094 -0.320
C 2.521 -0.633 3.271 0.324
C 2.176 -0.833 1.713 0.186
C 2.055 0.549 0.905 -0.888
P 3.705 1.056 0.047 0.206
C 4.419 2.589 0.961 -0.511
C 5.736 2.125 1.782 0.664
C 6.966 3.086 1.988 -0.767
C 8.204 2.593 2.807 -0.157
C 8.278 1.173 3.434 -0.420
C 7.082 0.209 3.240 -1.035
C 5.858 0.718 2.401 0.303
C 3.549 -1.570 4.003 -0.405
C 3.855 -1.264 5.513 -0.418
H 3.429 0.135 7.374 0.341
H 1.593 1.708 6.103 0.280
H 1.084 1.173 3.547 0.250
H 3.013 -1.493 1.271 -0.066
H 1.203 -1.453 1.633 0.412
H 1.224 0.473 0.112 0.292
H 1.775 1.445 1.571 0.322
H 3.341 1.508 -1.265 0.005
H 4.742 3.349 0.155 0.293
H 3.645 3.103 1.637 0.313
H 7.010 4.135 1.552 0.298
H 9.133 3.279 2.946 0.433
H 9.174 0.775 4.030 0.310
H 7.095 -0.841 3.681 0.333
H 5.011 -0.025 2.250 -0.107
H 4.083 -2.417 3.451 0.312
H 4.634 -1.936 6.015 0.319
C -0.918 1.845 7.965 -0.078
Cl -0.491 3.553 8.144 -0.131
Cl -2.620 1.672 7.507 -0.039
Cl 0.132 1.064 6.766 -0.095
H -0.770 1.352 8.924 0.298
C 2.243 4.824 -3.220 -0.030
Cl 3.936 4.321 -3.119 -0.116
Cl 1.367 3.823 -4.387 -0.122
Cl 1.466 4.745 -1.630 -0.088
H 2.213 5.856 -3.564 0.341
C -2.424 1.442 -0.328 -0.166
Cl -4.066 1.958 -0.738 -0.108
Cl -1.235 2.472 -1.140 -0.005
Cl -2.195 1.460 1.427 -0.021
H -2.289 0.420 -0.680 0.336
C -6.490 -1.073 -2.771 0.900
Cl -4.745 -1.239 -2.526 -0.067
Cl -7.315 -0.827 -1.225 -0.108
Cl -6.839 0.259 -3.881 -0.128
H -6.861 -1.995 -3.215 -0.585
C 7.758 -2.043 0.142 -0.182
Cl 6.013 -2.337 0.220 -0.032
Cl 8.244 -1.625 -1.508 -0.154
Cl 8.223 -0.763 1.275 0.050
H 8.272 -2.959 0.428 0.355
C -7.102 -5.226 -4.026 0.285
Cl -5.477 -4.536 -3.903 -0.052
Cl -8.315 -4.057 -3.487 -0.045
Cl -7.435 -5.747 -5.685 -0.154
H -7.154 -6.099 -3.374 -0.012
C 2.044 5.361 11.041 -0.031
Cl 1.030 3.912 11.041 -0.090
Cl 3.609 5.024 10.287 -0.124
Cl 1.226 6.691 10.208 -0.093
H 2.218 5.658 12.073 0.338
C -3.711 -7.072 -6.082 0.625
Cl -2.745 -6.480 -4.721 -0.139
Cl -2.952 -6.631 -7.618 -0.027
Cl -3.927 -8.825 -5.974 -0.113
H -4.692 -6.601 -6.036 -0.346
C 1.227 10.487 8.579 0.320
Cl -0.155 10.769 7.511 -0.129
Cl 2.724 11.043 7.818 -0.064
Cl 0.984 11.295 10.136 -0.123
H 1.310 9.415 8.758 0.006
C 2.172 -3.286 -1.580 -0.015
Cl 2.598 -1.581 -1.378 -0.068
Cl 0.473 -3.452 -2.049 -0.106
Cl 3.225 -4.054 -2.776 -0.134
H 2.314 -3.790 -0.625 0.263
C -5.344 1.941 4.639 0.027
Cl -3.757 2.575 4.177 -0.101
Cl -5.853 0.671 3.516 -0.086
Cl -5.339 1.329 6.302 -0.153
H -6.063 2.756 4.582 0.302
C 6.598 12.113 6.445 0.070
Cl 7.602 12.899 5.219 -0.122
Cl 7.125 12.574 8.070 -0.118
Cl 4.892 12.518 6.206 -0.121
H 6.711 11.036 6.341 0.285
C -0.548 -5.141 -10.993 0.207
Cl -2.314 -5.035 -11.064 0.012
Cl -0.007 -5.395 -9.327 -0.099
Cl 0.040 -6.439 -12.042 -0.137
H -0.133 -4.199 -11.348 0.000
C -0.431 -9.694 -4.275 0.587
Cl 1.131 -9.027 -4.772 -0.126
Cl -0.931 -10.991 -5.370 -0.129
Cl -0.353 -10.283 -2.608 -0.133
H -1.174 -8.900 -4.324 -0.204
C -5.906 -6.558 -10.650 0.001
Cl -7.364 -7.151 -11.459 -0.128
Cl -5.197 -5.212 -11.553 -0.119
Cl -6.272 -6.068 -8.990 -0.035
H -5.179 -7.368 -10.616 0.268
C -1.097 -1.408 -12.861 0.003
Cl -2.861 -1.302 -12.932 -0.098
Cl -0.556 -1.660 -11.195 -0.109
Cl -0.509 -2.709 -13.908 -0.106
H -0.682 -0.467 -13.217 0.337
C -7.438 -5.948 0.332 0.045
Cl -6.353 -6.627 1.552 -0.125
Cl -7.291 -4.187 0.279 0.020
Cl -7.100 -6.646 -1.260 -0.169
H -8.462 -6.199 0.606 0.209
C 12.522 2.731 2.152 -0.024
Cl 10.809 2.375 2.434 -0.103
Cl 12.912 2.591 0.432 -0.128
Cl 12.927 4.346 2.753 -0.141
H 13.118 2.003 2.699 0.298
C -1.837 6.799 -0.708 -0.010
Cl -3.158 7.956 -0.485 -0.137
Cl -2.435 5.139 -0.583 -0.045
Cl -1.043 7.056 -2.269 -0.123
H -1.104 6.961 0.081 0.280
C -9.615 -3.824 3.937 0.032
Cl -8.051 -3.178 3.424 -0.090
Cl -10.137 -5.126 2.856 -0.124
Cl -9.534 -4.400 5.608 -0.124
H -10.350 -3.023 3.887 0.302
C -10.243 -1.213 -6.202 0.009
Cl -12.008 -1.108 -6.273 -0.127
Cl -9.702 -1.467 -4.537 -0.064
Cl -9.654 -2.509 -7.251 -0.107
H -9.830 -0.270 -6.556 0.288
```

Values from the calculation:
ΔE to the lowest compared entry with this formula, charge and spin, eV: 8.917
DFT total energy, eV: -836136.5827
LUMO, Eh: 0.003


No. 6
The following is a DFT calculation (ωB97M-V/def2-TZVPD) of a structure of composition C3H6HgO3 in a non-equilibrium geometry.

```
13
Properties=species:S:1:pos:R:3:nbo_charge:R:1
O 0.909 -1.667 -1.119 -0.879
C 1.225 -0.446 -1.312 0.715
C 0.045 0.518 -1.112 -0.176
O -0.820 0.003 -0.113 -0.643
C -2.097 0.617 -0.037 -0.249
Hg -0.175 -1.857 0.693 1.140
H -0.481 0.617 -2.074 0.182
H 0.378 1.524 -0.816 0.207
H -2.351 0.693 1.026 0.198
H -2.062 1.610 -0.507 0.199
H -2.842 -0.022 -0.532 0.183
O 2.340 -0.017 -0.956 -0.625
H 1.274 -1.124 1.328 -0.252
```

Values from the calculation:
ΔE to the lowest compared entry with this formula, charge and spin, eV: 2.095
DFT total energy, eV: -13520.8889
LUMO, Eh: -0.066


> Which of these has the highest DFT total energy?

CH8N3O